Record 1
Formula: H6MgO11S2
Source: the OMol25 dataset
Level of theory: ωB97M-V/def2-TZVPD

XYZ file:
```
20
Properties=species:S:1:pos:R:3:forces:R:3
Mg -0.176 -0.312 0.199 0.799 1.016 -0.469
S -0.277 -2.859 0.106 -0.372 0.181 -0.615
O 0.918 -1.931 0.125 0.324 -1.199 0.111
O -0.348 -3.626 -1.142 0.002 0.261 0.276
O -0.354 -3.729 1.277 0.131 0.185 0.193
O -1.397 -1.799 0.148 -0.699 -1.199 0.322
S 1.948 2.101 -0.729 -0.134 0.049 -0.045
O 3.285 1.491 -0.731 -0.170 0.220 -0.021
O 1.931 3.408 -0.032 -0.025 -0.291 -0.308
O 1.391 2.207 -2.110 0.060 -0.020 0.147
O 1.002 1.180 0.032 0.282 0.343 0.293
O -0.607 -0.019 -1.829 -0.283 0.088 -0.349
H 0.062 0.275 -2.458 0.293 0.550 0.202
H -1.426 -0.190 -2.292 0.036 -0.330 -0.041
O -1.809 1.065 0.476 -0.590 0.070 -0.126
H -1.737 1.801 -0.138 0.405 0.137 -0.036
H -2.414 1.324 1.170 0.025 0.012 0.073
O -0.002 -0.179 2.273 -0.306 0.066 0.525
H -0.747 -0.292 2.864 0.000 -0.246 0.083
H 0.757 0.083 2.794 0.222 0.108 -0.216
```
Forces are in eV/Å.

Summary:
HOMO energy: -1.242 eV
LUMO: 4.490 eV
total charge: -2
energy above the lowest of the compared OMol25 structures with the same formula, charge and spin: 0.00 kJ/mol
Kohn-Sham gap: 5.7 eV

***

Record 2
Formula: H6MgO11S2
Source: the OMol25 dataset
Level of theory: ωB97M-V/def2-TZVPD

XYZ file:
```
20
Properties=species:S:1:pos:R:3:forces:R:3
Mg -0.592 0.125 -0.105 1.489 -0.037 0.985
S -0.986 -0.959 2.136 1.182 0.174 1.501
O -0.869 -1.574 0.759 -0.875 -1.467 -0.119
O 0.206 -1.223 2.933 -0.811 -0.273 -0.217
O -1.045 0.504 1.771 -0.840 0.898 0.124
O -2.222 -1.333 2.823 -0.548 -0.424 -0.242
S 2.769 -0.144 0.262 -0.011 1.020 -0.077
O 3.239 -0.138 1.647 0.061 -0.337 -0.227
O 3.025 -1.403 -0.458 0.065 -0.610 -0.211
O 1.280 0.098 0.224 0.643 0.248 0.019
O 3.377 0.995 -0.485 0.087 0.295 -0.355
O -0.082 -0.701 -1.915 -0.753 -0.617 -1.350
H 0.446 -1.504 -1.790 0.356 0.275 0.562
H 0.262 -0.274 -2.703 0.327 0.116 0.250
O -2.453 0.276 -0.946 -0.866 0.375 -0.827
H -2.555 -0.291 -1.719 0.180 -0.143 0.125
H -3.318 0.324 -0.531 0.230 -0.133 0.441
O -0.262 2.051 -0.538 -0.120 1.346 -0.889
H -0.856 2.790 -0.694 -0.060 -0.080 0.111
H 0.638 2.381 -0.672 0.265 -0.625 0.395
```
Forces are in eV/Å.

Summary:
HOMO energy: -0.401 eV
LUMO: 3.909 eV
total charge: -2
energy above the lowest of the compared OMol25 structures with the same formula, charge and spin: 143.67 kJ/mol
Kohn-Sham gap: 4.3 eV

***

Record 3
Formula: H6N2
Source: the OMol25 dataset
Level of theory: ωB97M-V/def2-TZVPD

XYZ file:
```
8
Properties=species:S:1:pos:R:3:forces:R:3
N 0.801 1.050 -1.052 -1.105 -2.227 2.673
H 0.809 1.547 -0.151 0.368 0.807 -0.560
H 1.455 0.259 -0.950 0.417 0.435 -0.830
H -0.144 0.625 -1.111 0.074 0.453 -0.994
N -0.546 -0.761 0.589 -0.790 0.485 0.610
H -1.154 -0.083 1.054 0.246 0.226 -0.087
H -1.219 -1.464 0.279 0.437 -0.149 -0.514
H -0.002 -1.174 1.343 0.353 -0.029 -0.296
```
Forces are in eV/Å.

Summary:
<S²>: 0.7580
HOMO energy (spin up / spin down): -17.666 / -16.791 eV
LUMO (spin up / spin down): -3.924 / -9.647 eV
2S+1: 2
total charge: +1
energy above the lowest of the compared OMol25 structures with the same formula, charge and spin: 0.00 kJ/mol
Kohn-Sham gap (spin up / spin down): 13.7 / 7.1 eV

***

Record 4
Formula: H6N2
Source: the OMol25 dataset
Level of theory: ωB97M-V/def2-TZVPD

XYZ file:
```
8
Properties=species:S:1:pos:R:3:forces:R:3
N -1.639 0.089 0.692 1.049 -1.410 0.566
H -0.807 0.659 0.758 -0.291 0.506 -0.001
H -1.640 -0.512 -0.124 -0.291 0.319 -0.420
H -1.620 -0.553 1.493 -0.485 0.520 0.002
N 1.578 -0.090 -0.682 0.158 1.061 -0.900
H 0.796 0.414 -0.291 0.012 -0.106 -0.002
H 2.467 0.422 -0.640 -0.096 -0.545 0.425
H 1.413 -0.538 -1.584 -0.055 -0.344 0.331
```
Forces are in eV/Å.

Summary:
<S²>: 0.7592
HOMO energy (spin up / spin down): -17.032 / -14.773 eV
LUMO (spin up / spin down): -4.183 / -10.592 eV
2S+1: 2
total charge: +1
energy above the lowest of the compared OMol25 structures with the same formula, charge and spin: 78.66 kJ/mol
Kohn-Sham gap (spin up / spin down): 12.8 / 4.2 eV

***

The highest energy above the lowest of the compared OMol25 structures with the same formula, charge and spin belongs to which entry? number 2

***

total charge of number 3 (H6N2)? +1

***

Which value of total charge does entry 2 give? -2